74
Properties=species:S:1:pos:R:3:forces:R:3 method="wB97M-V/def2-TZVPD" relative_energy_kcal_mol=0.3 smiles="Cc1ccc(N(C(=O)c2ccc(CN3CCOCC3)o2)[C@H](C(=O)NCCC(C)C)c2cccs2)c(C)c1" charge=0 lumo_ev=0.64 spin_multiplicity=1
C -3.367 -3.270 -1.255 0.065 -0.037 0.008
C -2.363 -2.280 -0.747 -0.002 0.014 0.024
C -2.086 -2.189 0.611 0.029 0.015 -0.019
C -1.101 -1.335 1.064 0.041 0.132 -0.111
C -0.371 -0.568 0.167 -0.555 -0.332 -0.175
C -0.661 -0.606 -1.195 0.093 0.006 0.240
C -1.662 -1.465 -1.624 0.026 -0.028 0.100
H -1.888 -1.513 -2.681 -0.038 0.010 -0.140
C 0.099 0.240 -2.168 0.045 -0.031 0.012
H -0.418 0.285 -3.123 -0.033 0.030 -0.066
H 0.221 1.251 -1.783 0.029 0.105 -0.041
H 1.092 -0.175 -2.335 0.087 0.037 -0.070
N 0.731 0.190 0.658 -0.011 -0.114 -0.042
C 0.625 1.407 1.234 0.097 -0.074 -0.147
O 1.587 1.963 1.763 -0.186 0.123 0.227
C -0.676 2.079 1.197 -0.074 1.044 0.784
C -1.065 3.170 1.935 0.420 -0.694 -0.360
C -2.375 3.476 1.519 -0.230 -0.372 -0.468
C -2.691 2.566 0.547 -0.355 0.806 0.372
O -1.669 1.719 0.352 -0.123 -0.092 -0.241
C -3.918 2.411 -0.286 0.160 -0.285 -0.057
N -4.516 1.098 -0.117 -0.006 0.114 -0.007
C -5.632 0.893 -1.021 -0.072 -0.318 0.026
C -6.138 -0.540 -0.864 -0.001 0.245 -0.292
O -6.535 -0.805 0.461 -0.206 -0.004 0.015
C -5.465 -0.580 1.348 0.220 0.234 0.264
C -4.947 0.853 1.248 -0.076 -0.366 0.045
H -4.096 0.979 1.919 -0.039 -0.006 0.056
H -5.746 1.555 1.550 0.046 -0.003 0.021
H -5.849 -0.785 2.349 0.092 0.007 -0.030
H -4.637 -1.266 1.120 -0.059 0.040 0.060
H -7.017 -0.711 -1.488 0.100 0.002 -0.029
H -5.334 -1.229 -1.157 -0.048 0.014 -0.037
H -5.291 1.047 -2.047 -0.038 0.016 -0.027
H -6.457 1.598 -0.811 0.027 -0.014 -0.044
H -3.647 2.508 -1.342 -0.070 0.097 0.038
H -4.617 3.227 -0.027 0.119 -0.032 -0.026
H -2.998 4.267 1.884 -0.210 0.134 0.027
H -0.476 3.668 2.677 0.198 0.056 0.128
C 2.026 -0.507 0.764 0.431 -0.020 0.009
C 1.857 -1.985 0.810 0.218 -0.251 0.402
C 1.631 -2.863 -0.204 0.140 0.121 0.096
C 1.495 -4.196 0.243 -0.076 -0.117 0.061
C 1.611 -4.313 1.589 0.027 0.245 0.370
S 1.895 -2.797 2.344 -0.041 -0.047 -0.629
H 1.552 -5.196 2.193 -0.011 -0.225 0.070
H 1.319 -5.028 -0.414 -0.026 -0.171 -0.088
H 1.585 -2.573 -1.236 -0.004 0.095 -0.160
H 2.482 -0.162 1.702 -0.065 -0.039 -0.213
C 2.955 -0.055 -0.393 -0.194 0.011 0.417
O 3.243 -0.761 -1.340 0.108 -0.215 -0.245
N 3.393 1.196 -0.220 0.101 0.450 0.084
H 3.076 1.717 0.593 -0.069 -0.213 -0.053
C 4.293 1.851 -1.138 0.192 0.173 -0.188
H 4.530 1.135 -1.926 -0.063 0.125 0.006
C 5.562 2.356 -0.450 0.009 -0.231 -0.053
H 6.077 3.011 -1.158 -0.010 0.087 0.008
H 5.270 2.965 0.409 0.027 0.126 0.015
C 6.558 1.283 0.018 -0.119 0.016 -0.030
C 7.005 0.378 -1.128 0.024 0.200 0.201
H 7.345 0.968 -1.976 0.062 0.016 -0.153
H 6.190 -0.265 -1.451 -0.097 -0.103 -0.086
H 7.824 -0.258 -0.802 0.089 -0.100 -0.016
C 6.021 0.439 1.174 0.202 0.105 -0.079
H 6.831 -0.135 1.620 0.056 -0.095 0.076
H 5.269 -0.262 0.824 -0.058 -0.106 0.025
H 5.584 1.068 1.946 -0.079 0.025 0.143
H 7.437 1.828 0.384 -0.065 -0.031 -0.022
H 3.776 2.707 -1.589 0.071 -0.117 -0.055
H -0.873 -1.273 2.119 0.055 -0.007 0.082
H -2.626 -2.805 1.315 -0.077 -0.070 0.070
H -2.889 -4.243 -1.375 -0.046 -0.083 -0.036
H -4.191 -3.392 -0.555 -0.099 -0.021 0.014
H -3.761 -2.970 -2.223 -0.075 -0.013 -0.059